Record 1
Entry from the OMol25 dataset: a structure of composition C3H4Cl8 (wB97M-V/def2-TZVPD).

Summary:
Frontier orbital gap ... 9.108 eV
Max |F| ... 0.1141 hartree/bohr
Energy relative to the best compared isomer or geometry (same formula, charge and spin) ... 462.54 kJ/mol
HOMO energy ... -8.97 eV
LUMO ... 0.134 eV

The geometry in ORCA input format:
```
! wB97M-V def2-TZVPD RIJCOSX def2/J DEFGRID3
* xyz 0 1
H -20.803 -1.519 17.861
Cl -16.036 -0.508 10.908
H -16.692 -2.401 12.092
Cl -15.665 -0.969 13.691
C -20.824 -0.491 17.499
Cl -19.156 -0.209 16.777
H -18.400 0.229 15.508
Cl -18.430 -0.842 12.648
Cl -18.953 2.452 14.980
C -16.731 -1.331 12.293
Cl -16.305 1.181 14.542
Cl -21.169 0.643 18.864
C -18.107 0.892 14.693
H -18.527 0.405 13.813
Cl -22.131 -0.505 16.256
*
```

***

Record 2
Entry from the OMol25 dataset: the ion C6H5O5 with charge +1 (wB97M-V/def2-TZVPD).

Summary:
Frontier orbital gap ... 6.913 eV
Max |F| ... 0.1291 hartree/bohr
Energy relative to the best compared isomer or geometry (same formula, charge and spin) ... 82.23 kJ/mol
HOMO energy ... -14.65 eV
LUMO ... -7.734 eV

The geometry in ORCA input format:
```
! wB97M-V def2-TZVPD RIJCOSX def2/J DEFGRID3
* xyz 1 1
H 4.273 0.032 0.310
C 2.205 1.067 -0.071
C 1.348 -1.154 0.440
H 1.554 -2.102 0.785
O 3.167 1.785 -0.249
C 2.413 -0.354 0.220
O 0.466 2.707 -0.544
C -0.175 0.518 0.165
O 0.059 -0.673 0.356
C 0.815 1.644 -0.180
H -3.085 -0.695 0.338
H -2.202 0.833 -0.939
C -1.870 0.802 0.014
H -2.069 1.797 0.322
O -2.336 -0.260 0.810
O 3.630 -0.758 0.394
*
```

***

Number 1: molar mass 323.7 g mol⁻¹. Number 2: molar mass 157.1 g mol⁻¹.